{
  "formula": "C22H47ClN5O9P",
  "method": "the ωB97M-V functional and the def2-TZVPD basis",
  "elements": ["O", "N", "O", "C", "C", "C", "O", "C", "P", "O", "Cl", "C", "C", "O", "H", "H", "H", "C", "C", "C", "O", "C", "N", "H", "H", "H", "H", "H", "H", "H", "H", "H", "H", "H", "C", "C", "C", "O", "C", "N", "H", "H", "H", "H", "H", "H", "H", "H", "H", "H", "H", "C", "C", "C", "O", "C", "N", "H", "H", "H", "H", "H", "H", "H", "H", "H", "H", "H", "C", "C", "C", "O", "C", "N", "H", "H", "H", "H", "H", "H", "H", "H", "H", "H", "H"],
  "coordinates": [[-6.5598, 4.8752, 4.0664], [-5.7716, 4.9226, 3.2281], [-5.6608, 3.6298, 2.4895], [-6.8454, 3.3044, 1.8650], [-7.5000, 4.1067, 1.0314], [-8.7994, 3.5669, 0.4922], [-9.1461, 3.6908, -0.6484], [-9.5980, 2.7765, 1.5164], [-11.4140, 2.9374, 1.7166], [-11.6996, 4.1375, 0.6284], [-12.1256, 1.2281, 0.8071], [-8.9265, 1.9673, 2.3345], [-7.4289, 1.9368, 2.1654], [-6.7736, 0.9327, 2.1950], [-7.1546, 5.0957, 0.7627], [-12.1495, 4.8284, 1.1293], [-9.4163, 1.3806, 3.1031], [-2.3125, -2.6098, 2.0198], [-3.7904, -2.2465, 1.9242], [-4.4273, -2.6414, 0.5828], [-4.1010, -1.7839, -0.4915], [-2.8566, -2.0475, -1.1187], [-3.9536, -0.8207, 2.2169], [-1.6873, -1.9348, 1.4356], [-1.9751, -2.5452, 3.0548], [-2.1329, -3.6297, 1.6716], [-4.3169, -2.8078, 2.7026], [-5.5137, -2.5766, 0.6894], [-4.1901, -3.6830, 0.3261], [-2.6351, -3.1193, -1.1408], [-2.0450, -1.5081, -0.6275], [-2.9152, -1.6836, -2.1435], [-4.9446, -0.5979, 2.2410], [-3.6077, -0.3051, 1.4117], [-1.8324, 1.5717, -3.0578], [-0.3777, 1.3595, -2.6493], [0.6267, 2.1235, -3.5251], [0.8622, 1.5460, -4.7953], [-0.0786, 1.8815, -5.7967], [-0.0993, -0.0776, -2.6097], [-2.0874, 1.0166, -3.9607], [-2.4985, 1.2234, -2.2679], [-2.0442, 2.6286, -3.2343], [-0.2656, 1.7469, -1.6317], [1.5947, 2.1111, -3.0174], [0.3340, 3.1764, -3.6350], [-0.4400, 2.9075, -5.6810], [-0.9269, 1.1927, -5.7961], [0.4226, 1.7960, -6.7608], [0.8379, -0.2323, -2.2398], [-0.0422, -0.4059, -3.5704], [1.5661, -1.9652, 0.9267], [2.8022, -2.3098, 0.1024], [4.0402, -2.6294, 0.9524], [4.6819, -1.4948, 1.5055], [4.1234, -1.0093, 2.7143], [3.0585, -1.2292, -0.8556], [1.6219, -0.9629, 1.3518], [0.6750, -1.9978, 0.2989], [1.4270, -2.6763, 1.7437], [2.5713, -3.2134, -0.4696], [4.7855, -3.0948, 0.3010], [3.8049, -3.3560, 1.7404], [3.7402, -1.8243, 3.3343], [3.3283, -0.2858, 2.5229], [4.9165, -0.4968, 3.2581], [3.8220, -1.5010, -1.4694], [3.4297, -0.4389, -0.3339], [9.8576, 0.1617, 1.3142], [8.6548, -0.7679, 1.1860], [8.8962, -1.9644, 0.2530], [8.8460, -1.6583, -1.1278], [10.0440, -1.1459, -1.6784], [7.4835, 0.0160, 0.7889], [9.9863, 0.7858, 0.4299], [9.7238, 0.8316, 2.1634], [10.7794, -0.4027, 1.4726], [8.4551, -1.1819, 2.1793], [8.0925, -2.6869, 0.4184], [9.8399, -2.4712, 0.4958], [10.9252, -1.5973, -1.2130], [10.0957, -0.0588, -1.5818], [10.0485, -1.3894, -2.7407], [6.6651, -0.5891, 0.7989], [7.6010, 0.2624, -0.1906]],
  "mulliken_charge": [-0.199, 0.240, -0.305, 0.454, -0.492, 0.238, -0.497, 0.488, 0.121, -0.472, -0.209, -0.371, 0.120, -0.449, 0.496, 0.358, 0.423, -1.388, 0.490, -0.792, -0.382, -0.538, -0.696, 0.082, 0.446, 0.360, 0.431, 0.363, 0.406, 0.342, 0.129, 0.236, 0.243, 0.314, -1.455, 0.426, -0.743, -0.379, -0.643, -0.460, 0.301, 0.263, 0.380, 0.357, 0.335, 0.436, 0.295, 0.233, 0.255, 0.136, 0.273, -1.335, 0.366, -0.801, -0.247, -0.795, -0.591, 0.226, 0.230, 0.370, 0.355, 0.377, 0.406, 0.336, 0.264, 0.259, 0.260, 0.280, -1.527, 0.482, -0.663, -0.384, -0.660, -0.672, 0.283, 0.375, 0.356, 0.401, 0.285, 0.432, 0.304, 0.234, 0.259, 0.208, 0.330],
  "e_homo_ev": -8.7,
  "gap_ev": 7.44,
  "total_charge": 0,
  "total_energy_ev": -71259.444,
  "largest_force_ev_per_a": 0.9
}

***

{
  "formula": "C8H13NO2",
  "method": "the ωB97M-V functional and the def2-TZVPD basis",
  "elements": ["C", "C", "C", "C", "C", "C", "C", "C", "H", "H", "H", "H", "H", "H", "H", "H", "H", "H", "H", "H", "H", "N", "O", "O"],
  "coordinates": [[1.4661, 1.1762, 3.2706], [1.5189, 0.0825, 2.2257], [-1.1563, -0.0594, 1.7487], [-2.2153, 0.6584, -2.9533], [-1.5397, -0.0183, -2.0303], [-0.1978, -0.6277, -2.2296], [0.5788, -0.5009, -3.3125], [0.2932, -1.5683, -1.1835], [1.8045, 2.1237, 2.8273], [0.4343, 1.3609, 3.6348], [2.0896, 0.9009, 4.1344], [1.1202, -0.8969, 2.5529], [2.5531, -0.1069, 1.9293], [-2.2265, -0.1114, 1.5690], [-0.8470, -0.3200, 2.7591], [-1.8577, 0.7969, -3.9644], [-3.1911, 1.0715, -2.7382], [-1.9814, -0.1669, -1.0496], [1.5239, -1.0349, -3.3573], [0.2928, 0.1325, -4.1457], [-0.0804, -1.4485, -0.1434], [-0.4241, 0.4780, 0.8578], [0.9255, 0.5193, 1.0036], [1.1161, -2.4404, -1.4054]],
  "mulliken_charge": [-0.947, -0.494, -0.366, -0.932, 0.104, 0.909, -0.941, -0.003, 0.283, 0.265, 0.353, 0.389, 0.379, 0.263, 0.317, 0.198, 0.266, 0.095, 0.311, 0.250, 0.323, -0.276, -0.203, -0.543],
  "e_homo_ev": -8.9,
  "gap_ev": 9.16,
  "total_charge": 0,
  "total_energy_ev": -14087.580,
  "largest_force_ev_per_a": 1.2
}

***

{
  "formula": "C7H10INO2",
  "method": "the ωB97M-V functional and the def2-TZVPD basis",
  "elements": ["C", "C", "C", "C", "C", "C", "C", "N", "O", "O", "I", "H", "H", "H", "H", "H", "H", "H", "H", "H", "H"],
  "coordinates": [[-0.9268, -1.6556, 1.6926], [-1.1469, -0.4081, 2.0576], [-0.1847, -1.1797, -0.6296], [-0.8659, -2.1981, 0.1856], [-1.6507, 0.6207, -0.2559], [1.6348, -0.6306, -1.9526], [-0.8972, 2.8800, 0.0263], [-0.5879, 0.0755, -0.5776], [0.9709, -1.5665, -1.1940], [-1.9441, 1.8683, -0.1042], [-3.6383, -0.1022, -0.1972], [-0.6295, -2.4983, 2.2386], [-1.3469, 0.3971, 2.6333], [-0.2981, -3.0918, 0.1235], [-1.9326, -2.1895, -0.2283], [1.0497, 0.0263, -2.6122], [2.2631, -1.1226, -2.6592], [2.1958, -0.0321, -1.3091], [-0.5995, 3.1699, 0.9757], [-1.2613, 3.7494, -0.4929], [-0.0669, 2.3449, -0.5727]],
  "mulliken_spin": [-0.059, 0.860, 0.509, 0.084, 0.335, 0.007, 0.005, -0.028, 0.086, 0.078, 0.023, 0.052, 0.043, -0.008, 0.015, -0.011, 0.002, 0.007, 0.002, 0.000, 0.000],
  "e_homo_ev": [-5.5, -9.1],
  "gap_ev": [6.22, 8.82],
  "total_charge": 0,
  "spin_multiplicity": 3,
  "total_energy_ev": -21099.603,
  "largest_force_ev_per_a": 4.9
}

***

{
  "formula": "C19H20N2Pt",
  "method": "the ωB97M-V functional and the def2-TZVPD basis",
  "elements": ["C", "C", "C", "C", "C", "Pt", "N", "C", "C", "H", "H", "H", "H", "H", "H", "H", "H", "H", "H", "C", "C", "C", "C", "C", "C", "N", "C", "C", "C", "C", "C", "C", "H", "H", "H", "H", "H", "H", "H", "H", "H", "H"],
  "coordinates": [[-1.0269, 0.5477, -3.5912], [0.3860, 0.3647, -3.8654], [1.1513, 1.1552, -2.9271], [0.2177, 1.8365, -2.0413], [-1.1455, 1.4782, -2.4748], [-0.1026, -0.3698, -1.6309], [-1.6628, -1.2662, -1.1463], [-0.3256, -2.6769, -1.6700], [0.7772, -2.0600, -2.5125], [2.2245, 1.3014, -2.8978], [0.8032, -0.2169, -4.6750], [0.4766, 2.6359, -1.3738], [-2.0521, 1.9293, -2.1120], [-1.8515, 0.1746, -4.1794], [0.7170, -2.3093, -3.5817], [-1.0634, -3.2751, -2.2495], [-2.6052, -1.4161, -0.7547], [1.8103, -2.2097, -2.1751], [0.0227, -3.1866, -0.7391], [0.0157, 3.9300, 2.3146], [-0.9500, 3.6229, 1.3367], [-0.9604, 2.3764, 0.7141], [0.0190, 1.4059, 1.0632], [1.0081, 1.7349, 2.0399], [0.9906, 2.9742, 2.6656], [0.0883, 0.1334, 0.4798], [0.1701, -0.9398, 1.3679], [1.0775, -1.9955, 1.1179], [1.1717, -3.0537, 2.0195], [0.3595, -3.0963, 3.1657], [-0.5672, -2.0637, 3.4072], [-0.6785, -1.0000, 2.5136], [0.0210, 4.9077, 2.8064], [-1.7048, 4.3591, 1.0536], [-1.7263, 2.0983, -0.0242], [1.7289, 0.9365, 2.2784], [1.7455, 3.1686, 3.4296], [1.6779, -1.9278, 0.1978], [1.8961, -3.8420, 1.8164], [0.4437, -3.9311, 3.8692], [-1.1970, -2.0698, 4.2981], [-1.3797, -0.1649, 2.6668]],
  "mulliken_spin": [0.142, 0.218, -0.015, 0.206, 0.179, 1.256, 1.532, -0.055, 0.323, -0.003, -0.005, 0.015, -0.002, 0.013, -0.022, 0.026, -0.006, -0.012, -0.009, 0.010, -0.005, 0.012, 0.008, 0.021, -0.005, 0.181, -0.020, 0.011, -0.006, 0.011, -0.003, 0.011, 0.000, 0.000, -0.004, -0.001, 0.000, -0.005, -0.001, 0.001, 0.000, 0.000],
  "e_homo_ev": [-6.3, -6.4],
  "gap_ev": [6.64, 5.50],
  "total_charge": 0,
  "spin_multiplicity": 5,
  "total_energy_ev": -26244.270,
  "largest_force_ev_per_a": 3.8
}

***

{
  "formula": "C3H12N3O",
  "method": "the ωB97M-V functional and the def2-TZVPD basis",
  "elements": ["C", "C", "C", "N", "N", "N", "O", "H", "H", "H", "H", "H", "H", "H", "H", "H", "H", "H", "H"],
  "coordinates": [[2.5291, 0.1126, -0.6150], [1.4283, 0.8373, -0.3313], [-2.6446, -0.4127, 0.7234], [3.8078, 0.4800, -0.3418], [0.1408, 0.3388, -0.8439], [-1.4352, -1.1587, 0.9515], [-2.3664, 0.8653, 0.0670], [2.5514, -0.8551, -1.1629], [-2.4545, 1.6432, 0.6458], [-3.3363, -0.8709, 0.0282], [-3.0411, -0.0349, 1.7553], [3.9436, 0.9504, 0.4923], [4.4571, -0.2108, -0.7452], [0.2875, 0.1588, -1.7887], [-0.7180, 1.0322, -0.6396], [-0.3458, -0.4788, -0.2518], [-1.4166, -1.5900, 1.8536], [-1.3021, -1.8420, 0.2014], [1.6762, 1.8741, 0.0185]],
  "mulliken_charge": [0.185, -0.627, -0.241, -0.438, -0.252, -0.608, -0.620, 0.260, 0.351, 0.237, 0.337, 0.224, 0.249, 0.353, 0.426, 0.409, 0.222, 0.294, 0.237],
  "e_homo_ev": -12.4,
  "gap_ev": 9.59,
  "total_charge": 1,
  "total_energy_ev": -9815.452,
  "largest_force_ev_per_a": 4.8
}

***

{
  "formula": "C24H53FNO4",
  "method": "the ωB97M-V functional and the def2-TZVPD basis",
  "elements": ["C", "C", "F", "C", "C", "C", "C", "C", "C", "N", "O", "C", "C", "C", "C", "H", "H", "H", "H", "H", "H", "H", "H", "H", "H", "H", "H", "H", "H", "H", "H", "H", "H", "H", "H", "H", "H", "H", "C", "C", "O", "C", "C", "H", "H", "H", "H", "H", "H", "H", "H", "H", "H", "C", "C", "O", "C", "C", "H", "H", "H", "H", "H", "H", "H", "H", "H", "H", "C", "C", "O", "C", "C", "H", "H", "H", "H", "H", "H", "H", "H", "H", "H"],
  "coordinates": [[4.7394, -0.4424, 0.6857], [3.2598, -0.1820, 0.6672], [2.7820, -0.4862, 1.9712], [2.8999, 1.2598, 0.3801], [1.5498, 1.4683, -0.3164], [1.2491, 2.9675, -0.4503], [0.4727, 3.5816, 0.7020], [0.0010, 4.9701, 0.2171], [1.3297, 3.8443, 1.9349], [-0.7389, 2.8016, 1.0191], [-1.5112, 3.3826, 1.8613], [-0.5706, 1.3537, 1.2523], [-1.9557, 0.7235, 1.0448], [-0.1512, 1.0114, 2.6875], [0.3804, 0.6650, 0.2618], [4.9723, -1.4797, 0.4778], [5.2670, 0.1622, -0.0437], [5.1472, -0.1992, 1.6569], [2.7497, -0.8735, 0.0061], [3.6583, 1.6493, -0.2922], [3.0066, 1.8181, 1.3023], [1.6904, 1.1052, -1.3285], [2.1409, 3.5479, -0.6424], [0.6146, 3.0762, -1.3282], [-0.9644, 4.9028, -0.2614], [0.7295, 5.4181, -0.4497], [-0.1046, 5.6375, 1.0592], [2.1566, 4.4812, 1.6420], [1.7075, 2.9418, 2.3973], [0.7346, 4.3554, 2.6766], [-1.8720, -0.3485, 0.9332], [-2.3426, 1.1024, 0.1048], [-2.6173, 0.9897, 1.8530], [-0.4930, 0.0019, 2.8800], [0.9226, 0.9983, 2.8196], [-0.6403, 1.6389, 3.4199], [-0.2219, 0.3449, -0.5827], [0.7077, -0.2456, 0.7413], [2.5725, -0.6656, 6.4805], [1.3647, 0.1231, 6.0026], [0.4752, 0.4945, 7.0394], [1.0113, 1.3429, 8.0364], [1.4835, 2.6881, 7.5091], [2.2569, -1.5156, 7.0873], [3.1416, -1.0335, 5.6263], [3.2429, -0.0551, 7.0882], [0.7803, -0.4968, 5.3224], [1.6776, 1.0050, 5.4318], [1.8173, 0.8366, 8.5803], [0.2017, 1.4986, 8.7500], [2.3585, 2.5877, 6.8647], [1.7563, 3.3425, 8.3377], [0.6951, 3.1673, 6.9271], [-2.6960, -5.0562, -0.6356], [-3.7294, -3.9489, -0.5080], [-3.2133, -2.6545, -0.7516], [-2.6856, -2.4296, -2.0464], [-3.7010, -2.5901, -3.1640], [-1.8191, -4.8312, -0.0269], [-3.1189, -6.0054, -0.3056], [-2.3616, -5.1829, -1.6667], [-4.1056, -3.9225, 0.5150], [-4.5905, -4.1477, -1.1561], [-1.8138, -3.0704, -2.2227], [-2.3217, -1.4012, -2.0355], [-4.0205, -3.6280, -3.2750], [-3.2654, -2.2735, -4.1130], [-4.5891, -1.9892, -2.9626], [-2.2875, -3.0890, -8.4721], [-2.4621, -1.9163, -7.5216], [-1.5850, -1.9448, -6.4104], [-0.2027, -1.8894, -6.7091], [0.2207, -0.6182, -7.4260], [-2.3307, -4.0322, -7.9259], [-3.0754, -3.0828, -9.2256], [-1.3299, -3.0505, -8.9939], [-3.4666, -1.9418, -7.0979], [-2.3707, -0.9658, -8.0591], [0.1034, -2.7746, -7.2780], [0.3038, -1.9459, -5.7450], [-0.1864, -0.5667, -8.4371], [1.3073, -0.5748, -7.5047], [-0.1280, 0.2607, -6.8821]],
  "mulliken_spin": [0.000, 0.000, 0.000, 0.000, -0.010, 0.019, 0.006, 0.016, 0.030, 0.351, 0.550, 0.024, 0.008, 0.044, 0.008, 0.000, 0.000, 0.000, 0.000, 0.000, 0.000, -0.001, -0.001, -0.002, -0.009, 0.001, 0.001, -0.001, -0.008, -0.001, 0.001, -0.011, 0.001, -0.004, -0.008, -0.005, 0.004, -0.002, 0.000, 0.000, 0.000, 0.000, 0.000, 0.000, 0.000, 0.000, 0.000, 0.000, 0.000, 0.000, 0.000, 0.000, 0.000, 0.000, 0.000, 0.000, 0.000, 0.000, 0.000, 0.000, 0.000, 0.000, 0.000, 0.000, 0.000, 0.000, 0.000, 0.000, 0.000, 0.000, 0.000, 0.000, 0.000, 0.000, 0.000, 0.000, 0.000, 0.000, 0.000, 0.000, 0.000, 0.000, 0.000],
  "e_homo_ev": [-8.2, -9.3],
  "gap_ev": [8.65, 9.81],
  "total_charge": 0,
  "spin_multiplicity": 2,
  "total_energy_ev": -38142.262,
  "largest_force_ev_per_a": 1.6
}

***

Please write out number 3 again, unchanged.
{
  "formula": "C7H10INO2",
  "method": "the ωB97M-V functional and the def2-TZVPD basis",
  "elements": ["C", "C", "C", "C", "C", "C", "C", "N", "O", "O", "I", "H", "H", "H", "H", "H", "H", "H", "H", "H", "H"],
  "coordinates": [[-0.9268, -1.6556, 1.6926], [-1.1469, -0.4081, 2.0576], [-0.1847, -1.1797, -0.6296], [-0.8659, -2.1981, 0.1856], [-1.6507, 0.6207, -0.2559], [1.6348, -0.6306, -1.9526], [-0.8972, 2.8800, 0.0263], [-0.5879, 0.0755, -0.5776], [0.9709, -1.5665, -1.1940], [-1.9441, 1.8683, -0.1042], [-3.6383, -0.1022, -0.1972], [-0.6295, -2.4983, 2.2386], [-1.3469, 0.3971, 2.6333], [-0.2981, -3.0918, 0.1235], [-1.9326, -2.1895, -0.2283], [1.0497, 0.0263, -2.6122], [2.2631, -1.1226, -2.6592], [2.1958, -0.0321, -1.3091], [-0.5995, 3.1699, 0.9757], [-1.2613, 3.7494, -0.4929], [-0.0669, 2.3449, -0.5727]],
  "mulliken_spin": [-0.059, 0.860, 0.509, 0.084, 0.335, 0.007, 0.005, -0.028, 0.086, 0.078, 0.023, 0.052, 0.043, -0.008, 0.015, -0.011, 0.002, 0.007, 0.002, 0.000, 0.000],
  "e_homo_ev": [-5.5, -9.1],
  "gap_ev": [6.22, 8.82],
  "total_charge": 0,
  "spin_multiplicity": 3,
  "total_energy_ev": -21099.603,
  "largest_force_ev_per_a": 4.9
}